{"formula": "C44H116N10O13", "method": "ωB97M-V with the def2-TZVPD basis set", "symbols": ["C", "C", "C", "O", "C", "O", "O", "H", "H", "H", "H", "H", "H", "C", "O", "C", "C", "C", "N", "H", "H", "H", "H", "H", "H", "H", "H", "H", "H", "H", "C", "O", "C", "C", "C", "N", "H", "H", "H", "H", "H", "H", "H", "H", "H", "H", "H", "C", "O", "C", "C", "C", "N", "H", "H", "H", "H", "H", "H", "H", "H", "H", "H", "H", "C", "O", "C", "C", "C", "N", "H", "H", "H", "H", "H", "H", "H", "H", "H", "H", "H", "C", "O", "C", "C", "C", "N", "H", "H", "H", "H", "H", "H", "H", "H", "H", "H", "H", "C", "O", "C", "C", "C", "N", "H", "H", "H", "H", "H", "H", "H", "H", "H", "H", "H", "C", "O", "C", "C", "C", "N", "H", "H", "H", "H", "H", "H", "H", "H", "H", "H", "H", "C", "O", "C", "C", "C", "N", "H", "H", "H", "H", "H", "H", "H", "H", "H", "H", "H", "C", "O", "C", "C", "C", "N", "H", "H", "H", "H", "H", "H", "H", "H", "H", "H", "H", "C", "O", "C", "C", "C", "N", "H", "H", "H", "H", "H", "H", "H", "H", "H", "H", "H"], "xyz": [[-1.48690, -2.45078, 0.75849], [-0.57561, -1.47379, -0.03606], [-1.14932, -0.83361, -1.25302], [-0.40835, 0.40612, -1.31420], [-0.06601, 0.76296, -0.04946], [0.48370, 1.81486, 0.31007], [-0.28649, -0.30105, 0.79337], [-1.02006, -2.84300, 1.65798], [-1.56877, -3.28757, 0.08294], [-2.50723, -2.06185, 0.97043], [0.41284, -1.89596, -0.13804], [-2.21641, -0.55926, -1.11400], [-0.99081, -1.29216, -2.21999], [-4.01718, -5.06484, -1.47193], [-2.73438, -4.67080, -1.83942], [-2.25993, -5.21177, -3.06202], [-1.52506, -4.15115, -3.87767], [-2.31136, -2.95930, -4.36876], [-0.78250, -4.80307, -4.95362], [-4.18645, -6.15234, -1.51942], [-4.77109, -4.60052, -2.15627], [-4.17648, -4.79422, -0.44681], [-1.51249, -6.00587, -2.84748], [-2.99690, -5.69291, -3.72860], [-0.73219, -3.79480, -3.19665], [-3.06009, -3.27221, -5.11907], [-1.60959, -2.24840, -4.81871], [-2.78987, -2.45652, -3.49038], [-0.00070, -5.38556, -4.66014], [-1.33952, -5.35412, -5.61804], [-2.21285, -2.33810, 4.66858], [-1.90941, -1.58616, 5.77468], [-0.62669, -1.88594, 6.30585], [-0.46188, -1.21265, 7.64553], [-0.58363, 0.29108, 7.49428], [0.89560, -1.55610, 8.06298], [-3.19570, -2.03345, 4.33108], [-2.25221, -3.39472, 4.91044], [-1.62385, -2.21676, 3.78335], [-0.55903, -2.97193, 6.51125], [0.14816, -1.56705, 5.56997], [-1.32247, -1.54354, 8.28683], [-0.49617, 0.73724, 8.49721], [-1.50913, 0.61037, 7.00481], [0.31039, 0.69535, 6.97777], [1.01012, -2.54761, 8.19928], [1.14511, -1.06745, 8.91250], [1.00390, 4.35883, 4.33211], [0.87157, 3.13660, 5.01644], [2.07452, 2.39128, 5.09430], [2.25773, 1.52821, 3.81652], [1.41097, 0.25661, 3.96151], [3.66594, 1.08815, 3.67751], [1.46722, 4.17555, 3.32116], [1.58840, 5.09223, 4.88324], [0.00046, 4.80421, 4.14947], [2.88557, 3.11267, 5.17702], [2.02608, 1.74232, 5.97862], [1.88619, 2.13333, 2.95376], [1.26180, -0.17033, 2.97076], [0.39792, 0.38173, 4.34877], [2.05831, -0.38048, 4.59539], [4.32842, 1.83012, 3.79877], [3.81018, 0.57041, 2.82636], [-3.17599, 2.68012, -0.72688], [-4.01214, 1.53202, -0.97219], [-4.22570, 1.44413, -2.35790], [-5.27684, 0.37489, -2.69245], [-5.31974, 0.03865, -4.16135], [-6.58548, 0.63063, -2.12706], [-3.48619, 3.62288, -1.19246], [-2.21382, 2.46623, -1.27880], [-3.16762, 2.83288, 0.33373], [-4.51299, 2.46678, -2.70406], [-3.31380, 1.20938, -2.92937], [-5.06658, -0.54111, -2.10149], [-4.27779, -0.13876, -4.43026], [-5.67543, 0.87257, -4.76405], [-5.88014, -0.88246, -4.32561], [-7.17124, 1.22737, -2.70813], [-6.57165, 0.99927, -1.18270], [0.03879, 4.38531, -5.90582], [-0.51986, 3.29535, -5.25409], [0.25817, 2.55888, -4.37406], [0.82521, 1.25284, -4.92851], [-0.24891, 0.20450, -5.14162], [1.81580, 0.62776, -4.03315], [-0.64972, 5.11388, -6.28398], [0.65233, 4.10266, -6.77089], [0.66398, 5.00164, -5.21985], [1.03397, 3.21915, -3.91793], [-0.39223, 2.26195, -3.53630], [1.31899, 1.49320, -5.89379], [-0.72329, -0.05285, -4.18240], [0.29870, -0.70339, -5.51871], [-0.95851, 0.55095, -5.89447], [2.48536, 1.32439, -3.84551], [1.40784, 0.32787, -3.14466], [5.45426, -4.47660, -1.46343], [4.27593, -4.26051, -2.23990], [4.24396, -3.08256, -3.08961], [2.89422, -2.94397, -3.78417], [1.70234, -2.61223, -2.88790], [2.75711, -4.07931, -4.69361], [5.28130, -5.37161, -0.82270], [5.71248, -3.59336, -0.86398], [6.27531, -4.71639, -2.17803], [4.44637, -2.21783, -2.44834], [5.00898, -3.20473, -3.85689], [2.90463, -2.01652, -4.36346], [0.84554, -2.37070, -3.54370], [1.92488, -1.65404, -2.42286], [1.43204, -3.44555, -2.19354], [2.73208, -4.94120, -4.14012], [1.89780, -4.04735, -5.20157], [-1.78448, 2.30169, 3.45844], [-3.10095, 2.04888, 3.09556], [-3.37287, 0.77128, 2.50379], [-4.83322, 0.52620, 2.60768], [-5.20282, -0.76958, 1.89304], [-5.63688, 1.60293, 2.03315], [-1.07141, 2.34472, 2.60240], [-1.34676, 1.60412, 4.19433], [-1.76129, 3.26604, 3.94307], [-3.02938, 0.74142, 1.46816], [-2.80900, 0.05788, 3.07817], [-5.07556, 0.41740, 3.63434], [-4.75275, -0.74181, 0.89597], [-6.25914, -0.93270, 1.80294], [-4.75352, -1.62458, 2.43479], [-5.28569, 2.48750, 2.37144], [-5.44338, 1.55148, 1.03646], [0.17003, -5.34961, 3.42933], [0.68476, -4.25697, 2.77759], [2.02782, -3.85940, 3.12124], [2.57731, -2.84849, 2.13817], [2.80534, -3.27794, 0.72328], [3.88355, -2.41633, 2.71806], [-0.84445, -5.56438, 3.08305], [0.14368, -5.19230, 4.50830], [0.68724, -6.29688, 3.21900], [2.09055, -3.37820, 4.11893], [2.68554, -4.73778, 3.07101], [1.81169, -2.05991, 2.08100], [3.24830, -2.48474, 0.08634], [1.95329, -3.69379, 0.19354], [3.54435, -4.09446, 0.78244], [4.41269, -1.90800, 2.01096], [3.82507, -1.95681, 3.59879], [6.04525, -0.07613, -0.50231], [4.82585, 0.05085, 0.16855], [3.83874, 0.77533, -0.59469], [4.02374, 2.27516, -0.68790], [4.28109, 2.85118, 0.73000], [2.92510, 2.85869, -1.43865], [5.86568, -0.26424, -1.55737], [6.51510, -0.97323, -0.09932], [6.75219, 0.77903, -0.46190], [3.70304, 0.32211, -1.59347], [2.90053, 0.51626, -0.08813], [4.96588, 2.47116, -1.26109], [3.44138, 2.62176, 1.38526], [4.44309, 3.91451, 0.68261], [5.16346, 2.33275, 1.08200], [2.97698, 3.86402, -1.50483], [2.01684, 2.73067, -0.95621], [-1.39351, 7.11856, -3.68849], [-0.33979, 6.30123, -3.13839], [-0.52369, 6.00871, -1.78894], [0.70470, 5.26481, -1.31709], [0.60619, 4.91193, 0.19685], [1.93648, 6.01206, -1.49834], [-1.35882, 8.05074, -3.08073], [-2.40813, 6.66571, -3.64334], [-1.07438, 7.26488, -4.70662], [-0.60165, 6.89228, -1.16192], [-1.47518, 5.44762, -1.74076], [0.75436, 4.34956, -1.90516], [1.44429, 4.32228, 0.53188], [-0.34038, 4.38335, 0.42813], [0.57805, 5.85996, 0.77161], [2.00245, 6.63794, -0.69666], [1.88834, 6.58596, -2.33040]], "forces_ev_per_angstrom": [[0.13, 0.68, -0.99], [-0.61, -0.47, 2.43], [-0.57, 0.86, -0.35], [0.21, 1.02, 0.66], [1.66, 0.69, 1.43], [-1.90, -2.79, -1.32], [-0.15, 1.51, -0.88], [0.22, 0.31, 0.07], [-0.40, -0.59, -0.22], [0.76, 0.01, -0.19], [0.18, -0.54, -0.67], [0.43, -0.32, -0.06], [-0.01, -0.51, 0.06], [-1.09, -0.42, -0.94], [0.45, -0.10, -0.48], [0.52, -0.20, -0.27], [1.35, -0.73, 0.65], [-0.35, 0.12, 0.48], [0.11, -0.19, -1.04], [0.30, 0.08, -0.12], [0.30, -0.18, 0.65], [-0.18, 0.48, 0.45], [-0.36, 0.30, 0.06], [-0.45, 0.27, 0.56], [-0.33, 0.14, -0.16], [0.16, 0.31, 0.35], [-0.25, -0.13, -0.08], [0.06, -0.42, -0.79], [-0.39, 0.24, 0.23], [0.09, 0.46, 0.53], [-1.41, -0.57, -0.49], [0.71, 0.64, 0.80], [-0.30, -0.31, -0.49], [-0.40, 0.35, -0.60], [0.97, 0.62, 0.58], [-0.32, 0.37, 0.28], [-0.50, -0.02, 0.15], [0.03, -0.49, 0.03], [1.24, 0.32, -0.36], [0.10, 0.07, -0.47], [-0.26, -0.30, 0.63], [0.83, -0.06, -0.16], [-0.41, 0.06, -0.17], [0.24, -0.12, 0.15], [-0.60, -0.31, -0.17], [0.00, -0.18, 0.18], [0.06, -0.12, 0.08], [-0.29, -0.17, -1.38], [-0.53, -0.08, 0.38], [0.12, -0.02, -0.92], [-0.19, 0.17, 0.35], [0.62, 0.04, -0.41], [-1.16, 0.00, 0.73], [-0.28, 0.39, 0.79], [0.29, 0.02, 0.17], [0.57, -0.50, 0.25], [0.47, -0.06, 0.25], [0.08, 0.27, -0.16], [0.27, -0.33, 0.41], [0.20, -0.36, -0.01], [0.28, 0.30, 0.31], [-0.79, -0.11, -0.21], [0.22, 0.31, -0.33], [0.21, 0.08, -0.26], [0.72, -0.87, -1.32], [0.16, 0.92, -0.03], [-0.53, 0.21, -1.01], [-0.25, -0.31, 1.75], [0.65, -0.10, 0.36], [-1.23, 0.61, -0.50], [-0.79, -0.22, -0.08], [-0.32, 0.27, 1.26], [0.65, -0.10, 0.57], [-0.27, -0.66, -0.13], [0.31, -0.07, 0.38], [1.05, 0.21, -0.57], [-0.03, -0.15, -0.42], [-0.24, -0.05, -0.07], [-0.14, 0.26, -0.15], [0.23, 0.02, 0.19], [0.19, -0.04, -0.14], [2.08, 0.70, 0.27], [-1.61, 0.06, -0.69], [0.56, 0.16, 1.43], [0.30, -0.22, 0.01], [0.79, -0.57, -0.78], [-0.73, -0.33, -0.63], [-1.21, -0.14, -0.07], [0.11, -0.18, 0.11], [-0.07, -0.55, -0.18], [-0.08, -0.52, -0.39], [-0.02, 0.16, 0.01], [-0.12, -0.31, 0.41], [-0.09, 0.19, -0.30], [-0.78, 0.66, 0.26], [-0.26, -0.23, 0.23], [1.19, 0.80, 0.77], [-0.07, 0.43, -0.33], [-0.10, -0.32, -1.16], [-0.70, 0.23, 0.00], [0.15, -0.70, 1.01], [-0.04, 0.20, -0.17], [-0.40, -0.74, -0.04], [0.29, -0.48, 0.73], [0.02, 0.80, -0.40], [-0.02, -0.17, 0.01], [-0.13, 0.21, 0.63], [0.08, 0.19, -0.15], [0.16, 0.22, -0.06], [0.73, -0.13, -0.43], [0.22, -0.38, 0.18], [0.03, -0.16, 0.72], [0.20, 0.84, -0.25], [0.14, 0.30, -0.20], [-0.63, 0.20, -0.37], [1.34, -0.07, -0.08], [-0.81, -0.21, -0.42], [1.10, 1.06, 0.58], [-1.03, -0.38, -0.95], [1.33, -0.38, 0.31], [0.05, -0.33, -0.18], [-0.44, -0.12, 0.20], [-0.46, -0.13, -0.24], [-0.10, 0.35, 0.08], [0.07, 0.06, -0.26], [0.33, -0.78, 0.18], [-0.34, 0.08, 1.17], [-0.16, -0.12, -0.14], [-0.54, 0.10, 0.06], [-0.23, 0.25, -0.30], [0.05, 0.20, -0.01], [-0.13, 0.41, -0.13], [-0.34, -1.21, 0.56], [0.88, 1.50, -0.83], [-0.23, -0.83, -0.33], [-0.20, 1.40, 0.65], [1.19, -1.10, -0.49], [-0.64, -0.93, -1.69], [-0.07, 0.52, -0.02], [-0.03, -0.10, 0.25], [0.47, 0.20, 0.08], [-0.30, -0.49, -0.21], [-0.07, -0.03, 0.34], [0.18, 0.36, 0.30], [-0.27, -0.21, 0.47], [-0.34, 0.11, 0.22], [-0.05, 0.16, -0.35], [-0.14, 0.17, 0.56], [-0.10, 0.66, 0.39], [0.64, -0.37, -0.39], [-0.64, 0.93, -0.35], [-0.67, -1.16, 0.21], [1.06, 0.74, 0.37], [-0.40, -0.80, -0.97], [-1.15, -0.43, 0.22], [-0.02, -0.08, -0.38], [0.29, 0.15, 0.07], [-0.52, -0.19, 0.39], [0.48, 0.18, 0.03], [-0.03, 0.43, 0.20], [-0.65, -0.15, 0.18], [-0.05, 0.06, 0.08], [0.11, 0.44, 0.04], [0.25, 0.13, 0.49], [0.55, 0.38, -0.11], [0.77, -0.40, -0.20], [0.94, -0.08, 1.28], [-0.50, 0.48, -0.94], [-0.38, -0.48, 0.05], [-0.31, -0.94, 1.09], [-1.21, 0.70, -0.57], [0.07, 0.30, 0.32], [-0.45, -0.21, -0.74], [0.64, 0.01, 0.08], [-0.26, 0.37, -0.36], [-0.28, 0.66, 0.03], [0.34, -0.17, 0.62], [0.10, -0.22, -0.03], [0.22, -0.20, 0.05], [0.60, 0.10, -0.15], [0.10, -0.35, -0.19], [0.27, 0.07, -0.29], [0.02, -0.01, -0.15]], "mulliken_charge": [-0.61, 1.37, 1.71, 0.23, -0.59, 0.63, 0.52, -0.39, 0.38, -0.06, -0.91, -0.57, -1.16, -0.89, -0.03, -1.35, 2.43, -1.10, -0.65, 0.33, 0.32, 0.22, 0.22, 0.49, -1.01, 0.52, 0.09, 0.00, 0.26, 0.24, -0.71, -0.40, 0.00, 0.51, -1.54, -0.59, 0.15, 0.48, 0.19, 0.37, -0.22, 0.17, 0.48, 0.25, 0.38, 0.22, 0.23, -0.65, -0.25, -1.18, 3.08, 0.38, -0.69, 0.14, 0.39, 0.25, 0.52, 0.19, -1.27, -1.03, -0.80, 0.62, 0.35, 0.00, -0.81, -0.21, -0.38, 0.70, -1.43, -0.67, 0.69, -0.02, 0.25, 0.54, -0.19, -0.01, 0.22, 0.43, 0.38, 0.26, 0.22, -0.63, -0.39, 0.90, 0.18, -1.21, -0.24, 0.29, 0.26, 0.20, 0.43, -1.18, 0.42, -0.06, 0.33, 0.52, 0.37, -0.45, -0.70, -0.34, -0.44, -0.36, 1.02, -0.74, 0.24, 0.17, 0.34, -0.11, 0.63, 0.30, -0.39, -0.77, 0.45, 0.33, 0.27, -0.36, -0.66, 1.94, 0.01, -1.08, -0.83, 0.01, 0.09, 0.32, -0.90, -0.24, 0.53, 0.00, 0.45, 0.18, 0.42, 0.06, -1.02, 0.04, -1.43, 3.34, -1.83, -0.82, 0.27, 0.34, 0.29, 0.42, 0.35, -1.31, 0.18, 0.29, 0.44, 0.07, 0.39, -1.04, -0.13, 0.28, 0.41, -1.16, -0.03, 0.43, 0.31, 0.23, 0.32, -0.82, 0.36, -0.08, 0.44, 0.50, 0.49, -0.75, -0.83, -0.23, -0.78, 2.48, -1.40, -0.59, 0.34, 0.27, 0.23, 0.42, 0.02, -1.46, 0.26, 0.04, 0.65, 0.32, 0.27], "total_charge": 0, "total_energy_ha": -3271.52704, "homo_energy_ev": -8.8, "multiplicity": 1, "smiles": "C[C@H]1COC(=O)O1.COC[C@H](C)N.COC[C@H](C)N.COC[C@H](C)N.COC[C@H](C)N.COC[C@H](C)N.COC[C@H](C)N.COC[C@H](C)N.COC[C@H](C)N.COC[C@H](C)N.COC[C@H](C)N", "homo_lumo_gap_ev": 9.37}